The following is a quantum chemistry calculation of C52H56CrN5O5P2S as an isolated structure, from the Open Molecules 2025 dataset.

## Properties
2S+1: 2
<S²>: 0.770
LUMO energy (alpha / beta) (eV): -5.55 / -4.98
Net charge: +2
HOMO-LUMO gap (alpha / beta) (eV): 6.9 / 7.4

Geometry as XYZ:
```
122
Properties=species:S:1:pos:R:3:mulliken_spin:R:1
Cr -0.50468 -0.52418 -0.13518 1.13
S 0.96453 1.26718 -1.65772 -0.01
P 2.79324 -1.49838 0.01860 -0.01
P 1.83903 0.45069 2.15176 -0.01
O 1.36269 -1.50214 -0.42457 0.00
O -4.05809 -3.79099 2.19558 0.00
O 0.52858 0.47845 1.41691 0.02
O -2.40370 2.64360 -1.36315 0.00
O -4.81405 0.91080 0.75356 0.00
N -4.55852 -0.94635 -1.18110 0.00
N -2.29981 -0.37513 -0.76706 0.04
N -3.42992 -1.95299 0.51760 0.00
N 0.53917 3.70262 -2.65773 0.00
N 1.34583 2.10116 -4.13029 0.00
C -1.08228 -1.93478 1.16720 -0.09
C 5.63440 -1.78783 -3.55489 0.00
C -2.41659 1.63854 -2.27360 -0.03
C -2.48899 -0.16496 -4.43186 0.00
C 2.53052 3.76871 4.42142 0.00
C -5.17947 0.30183 -1.48689 0.00
C 3.72340 -2.52465 -2.31159 0.00
C -2.37572 -2.42161 1.29454 -0.02
C 3.92600 -1.49992 -1.39209 0.00
C 5.83422 -0.76323 -2.64309 0.00
C -2.35267 -0.61643 -3.14075 -0.02
C 4.98640 -0.61901 -1.55664 0.00
C 2.20882 2.13018 2.70807 0.00
C 3.19633 0.00673 0.99513 0.01
C 0.38990 4.23734 -1.32664 0.00
C -4.41452 -5.12955 2.50324 0.00
C -2.33496 0.25745 -2.04512 0.01
C -5.71110 0.51318 -2.74539 0.00
C -0.46565 -3.47409 2.94563 -0.02
C -2.55270 2.07679 -3.59837 0.00
C 4.57581 -2.66998 -3.39104 0.00
C -2.73642 -3.43510 2.21013 -0.02
C 2.64352 -5.19403 1.68151 0.00
C -6.57781 2.61572 -2.00787 0.00
C 2.35464 -4.05690 0.94750 0.00
C -6.40226 1.68106 -3.01256 0.00
C 2.86994 -1.92767 5.32671 0.00
C 0.63554 -0.62380 4.33262 0.01
C -6.06443 2.40191 -0.73858 0.00
C 2.55543 4.42546 2.10770 0.00
C 2.22191 2.93419 -4.93691 0.00
C 2.65609 4.74886 3.45178 0.00
C -2.61338 1.19890 -4.65823 0.00
C 2.96313 -1.22462 4.13633 0.00
C 3.20609 -2.95896 1.00326 0.00
C -5.35718 1.24127 -0.46010 0.00
C 2.29900 2.45360 4.05417 0.00
C -5.10119 1.73977 1.86460 0.00
C -0.14289 -2.49818 2.02525 -0.03
C 0.92993 2.44387 -2.89434 0.01
C 2.33670 3.11293 1.73371 0.00
C -2.15471 2.43067 0.01294 0.01
C 4.66445 -4.16646 2.47800 0.00
C 3.79280 -5.24550 2.45656 0.00
C 1.66848 -1.97976 6.01427 0.00
C 0.17996 4.64761 -3.69403 0.00
C -1.76434 -3.94538 3.05087 0.02
C 1.83521 -0.59377 3.62845 0.00
C 1.37910 0.71148 -4.52371 0.00
C 4.38052 -3.02789 1.74502 0.00
C -3.40813 -1.05173 -0.46041 0.03
C 0.55184 -1.31522 5.52569 0.00
H 1.76762 3.16550 -5.90108 0.00
H 1.28512 0.67278 -5.60780 0.00
H 3.24859 0.83562 0.27994 0.00
H -6.17245 1.75767 2.06864 0.00
H -4.57510 1.29718 2.70845 0.00
H 2.63629 5.19422 1.35599 0.00
H 5.08456 -2.20596 1.74496 0.00
H 2.81578 5.77472 3.74330 0.00
H 5.17139 0.17135 -0.84511 0.00
H -5.23507 -1.67742 -0.99375 0.00
H 2.26471 2.83408 0.69097 0.00
H 2.59672 4.02809 5.46529 0.00
H 2.47688 3.85543 -4.42471 0.00
H -4.31834 -2.37846 0.77571 0.00
H 3.91040 -1.17489 3.62168 0.00
H -2.82156 1.69148 0.45795 -0.02
H 1.46443 -4.00593 0.33520 0.00
H -6.81468 1.85085 -3.99428 0.00
H 1.96545 -6.03456 1.65149 0.00
H 2.89972 -3.20838 -2.15760 0.00
H -2.50393 -0.86073 -5.25327 0.00
H -5.59041 -0.25025 -3.49697 0.00
H 4.42457 -3.47465 -4.09551 0.00
H -7.13236 3.52086 -2.20379 0.00
H -2.75417 1.56643 -5.66213 0.00
H -1.99754 -4.69681 3.78728 0.00
H -0.22452 -0.12059 3.90984 0.00
H -4.24903 -5.77130 1.63333 0.00
H -5.47328 -5.10841 2.74751 0.00
H 3.14813 2.38437 -5.12009 0.00
H -1.11548 2.12463 0.20270 -0.01
H -0.64152 4.54802 -1.15377 0.00
H 4.15246 -0.09020 1.50180 0.00
H 6.66095 -0.07964 -2.77197 0.00
H 1.59645 -2.53830 6.93445 0.00
H 0.29952 -3.87842 3.59233 0.00
H 0.00469 4.14799 -4.64106 0.00
H -3.86082 -5.52371 3.35088 0.00
H 6.30585 -1.90153 -4.39346 0.00
H 5.56527 -4.22034 3.07043 0.00
H -0.74197 5.14750 -3.39346 0.00
H 4.02355 -6.13487 3.02440 0.00
H -0.38194 -1.33662 6.06593 0.00
H -4.73842 2.75877 1.71228 0.00
H 2.31483 0.22445 -4.22911 0.00
H -2.64407 3.13879 -3.75750 0.00
H 2.19238 1.68782 4.80799 0.00
H -2.33497 3.40170 0.47923 0.00
H 0.94862 5.41430 -3.81721 0.00
H 3.74009 -2.42967 5.72118 0.00
H 1.03789 5.10969 -1.21262 0.00
H 0.54357 0.18001 -4.07228 0.00
H 0.66054 3.48711 -0.58900 0.00
H -6.23864 3.13950 0.02767 0.00
H 0.88235 -2.16426 1.97537 0.02
H -2.26609 -1.67640 -2.93144 0.00
```